[1]
Below is a molecular structure, C38H44N3O2PPdSi2Te, with properties calculated with the ωB97M-V functional and the def2-TZVPD basis.

## Properties
DFT total energy ... -84505.581 eV
HOMO-LUMO gap ... 4.30 eV
Highest occupied orbital energy ... -0.30 eV
Total charge ... -2

Structure (XYZ):
```
92
Properties=species:S:1:pos:R:3:forces:R:3:lowdin_charge:R:1
Pd 0.83069 -0.29830 1.84197 -0.718 -0.386 -0.163 0.186
O 2.63155 0.46716 5.84714 -0.038 0.010 -0.143 -0.089
C 2.24228 0.08674 4.72161 0.062 -0.095 0.030 -0.790
O 1.07124 -0.11147 4.32255 0.152 0.085 0.217 -0.119
C 3.38756 -0.20725 3.69230 -0.009 -0.014 -0.027 -0.268
P 2.89466 0.15523 1.95452 0.260 0.402 0.659 0.825
C 4.46224 -0.36837 1.15487 0.113 -0.059 -0.203 -0.335
C 5.45348 0.47811 0.65375 -0.070 -0.101 0.056 -0.083
C 6.59697 -0.03960 0.06071 0.082 -0.053 -0.037 -0.107
C 6.78805 -1.41144 -0.03081 0.012 0.056 0.006 -0.125
C 5.81445 -2.26508 0.47379 0.005 -0.043 -0.018 -0.121
C 4.66317 -1.74723 1.04158 -0.006 -0.029 -0.009 -0.126
C 3.06354 1.98579 1.90620 0.078 0.015 -0.173 -0.341
C 3.14968 2.76796 3.05793 0.022 -0.020 -0.071 -0.065
C 3.13245 4.15556 2.96661 0.001 0.005 0.041 -0.098
C 3.03422 4.78345 1.73495 -0.002 0.040 -0.022 -0.123
C 2.94331 4.01346 0.58098 0.006 0.016 -0.014 -0.106
C 2.94890 2.63195 0.66950 -0.016 -0.029 0.051 -0.142
H 3.58801 -1.28373 3.72375 -0.047 0.052 0.030 0.075
H 4.30907 0.30660 3.97870 -0.022 -0.008 0.028 0.077
H 5.33249 1.55011 0.73161 -0.005 0.029 -0.001 0.092
H 7.35095 0.63621 -0.32773 -0.005 0.008 -0.003 0.090
H 7.68244 -1.81182 -0.49294 0.004 0.002 -0.008 0.086
H 5.94695 -3.33913 0.40401 -0.010 0.001 0.008 0.094
H 3.88791 -2.41669 1.40502 0.007 0.014 -0.016 0.097
H 3.20922 2.30114 4.03335 -0.009 0.000 0.025 0.093
H 3.18796 4.74795 3.87259 -0.004 -0.004 0.011 0.094
H 3.01254 5.86542 1.67146 0.001 0.000 0.007 0.085
H 2.84636 4.49170 -0.38699 0.004 -0.001 -0.009 0.092
H 2.84321 2.03436 -0.23155 -0.007 0.021 0.014 0.060
N -9.91903 -0.56704 -0.07513 0.039 0.000 0.016 0.125
C -8.79822 -0.53027 0.18589 -0.210 -0.003 -0.060 -0.205
C -7.40502 -0.48503 0.51029 0.376 0.014 0.093 -0.248
C -6.44347 -0.65985 -0.48869 -0.203 -0.007 0.011 -0.023
C -5.10131 -0.62244 -0.16506 0.079 0.010 0.122 -0.011
C -4.68881 -0.39695 1.14864 -0.189 0.007 -0.040 -0.186
C -5.65480 -0.22161 2.13995 0.178 0.014 -0.085 -0.009
C -7.00027 -0.26828 1.82999 -0.180 -0.021 -0.108 -0.029
C -3.23422 -0.34689 1.47250 0.187 0.067 0.080 -0.064
C -2.58012 -1.59101 1.42730 -0.085 -0.034 -0.191 -0.283
C -3.23659 -2.85288 1.24599 0.074 0.010 0.026 -0.065
C -2.25068 -3.81398 1.29087 -0.124 0.063 -0.019 -0.110
C -1.03811 -3.09897 1.48238 0.052 -0.004 0.011 -0.211
N -1.22148 -1.79455 1.55679 0.267 0.064 0.329 0.033
C -2.73214 0.91915 1.76619 -0.149 -0.054 -0.025 -0.278
C -3.49057 2.14673 1.74108 0.038 -0.009 -0.018 -0.078
C -2.61588 3.14067 2.08706 -0.130 0.030 -0.022 -0.111
C -1.36142 2.49110 2.31545 0.044 -0.161 0.040 -0.172
N -1.42646 1.19423 2.13536 0.241 -0.085 -0.033 0.070
H -6.76117 -0.82524 -1.51026 0.021 0.002 0.000 0.115
H -4.34813 -0.77204 -0.92750 0.003 0.011 -0.027 0.111
H -5.32895 -0.04598 3.15612 0.001 0.002 0.025 0.129
H -7.75108 -0.13712 2.59870 0.023 0.001 0.013 0.112
H -4.29726 -3.00885 1.12489 -0.028 -0.021 -0.004 0.090
H -2.36579 -4.88490 1.20899 -0.005 0.006 -0.011 0.070
H -0.04234 -3.51384 1.56322 0.012 0.001 0.012 0.091
H -4.53108 2.25060 1.47531 -0.034 0.025 -0.006 0.093
H -2.81760 4.19896 2.16518 -0.007 0.004 0.004 0.075
H -0.43243 2.95684 2.61561 0.060 0.005 0.020 0.098
C -1.68877 2.77210 -1.52198 -0.053 -0.053 0.049 -0.189
Si -1.84126 1.39417 -2.77765 0.062 -0.089 -0.140 0.364
C -3.63044 1.37449 -3.39471 0.052 0.016 0.039 -0.190
C -0.73391 1.76871 -4.26346 -0.081 -0.011 0.064 -0.201
C -1.33364 -0.24848 -2.06466 0.025 0.174 -0.045 -0.543
Te 0.49804 0.01154 -0.81869 -0.307 0.021 -0.297 1.158
C 0.94416 -2.07827 -1.08952 0.080 -0.002 -0.133 -0.595
Si 1.82686 -2.45469 -2.68708 0.007 0.062 0.004 0.384
C 0.92772 -1.85486 -4.23067 -0.007 -0.082 0.051 -0.196
C 3.53839 -1.68106 -2.69234 -0.076 -0.054 -0.043 -0.183
C 2.02677 -4.32940 -2.85065 0.003 0.045 0.033 -0.196
H -2.02042 3.73339 -1.92430 -0.012 -0.011 -0.061 0.028
H -0.66153 2.89068 -1.17182 0.045 -0.006 0.014 0.011
H -2.29902 2.55005 -0.64234 0.032 0.017 0.025 0.014
H -3.90670 2.33832 -3.83082 -0.003 0.020 -0.020 0.019
H -4.31526 1.17965 -2.56640 -0.025 -0.004 0.029 0.006
H -3.78659 0.60142 -4.15063 0.010 -0.023 -0.014 0.020
H -0.95248 2.74666 -4.70048 -0.025 0.012 0.019 0.018
H -0.86509 1.01405 -5.04308 0.016 -0.012 -0.019 0.019
H 0.31407 1.76001 -3.95584 0.015 -0.008 0.002 0.015
H -1.18039 -0.99697 -2.84375 0.027 0.018 -0.028 -0.017
H -2.04566 -0.64739 -1.33674 -0.009 0.022 -0.014 -0.023
H 0.01379 -2.62858 -0.93534 -0.010 0.029 -0.022 0.000
H 1.60825 -2.32060 -0.25408 -0.038 0.035 0.045 -0.018
H 0.73596 -0.78217 -4.17873 0.029 0.020 0.001 0.000
H -0.02910 -2.36312 -4.37402 0.002 -0.006 0.009 0.026
H 1.54830 -2.05382 -5.10896 0.006 0.008 -0.025 0.023
H 3.47934 -0.60765 -2.50565 -0.028 0.026 -0.005 0.016
H 4.02971 -1.83924 -3.65730 0.004 0.005 0.005 0.023
H 4.16943 -2.11243 -1.91554 0.058 -0.020 0.080 0.012
H 1.05217 -4.82180 -2.89034 -0.016 0.001 0.001 0.021
H 2.56121 -4.72490 -1.98336 0.011 -0.017 0.003 0.021
H 2.58501 -4.60920 -3.74763 0.015 0.014 -0.026 0.016
```
Positions in Å, forces in eV/Å.


[2]
Below is a molecular structure, C38H45BBrCl2N8O2S4SeTi, with properties calculated with the ωB97M-V functional and the def2-TZVPD basis.

## Properties
DFT total energy ... -283724.867 eV
HOMO-LUMO gap (spin up / spin down) ... 4.91 / 5.76 eV
Multiplicity ... 3
Highest occupied orbital energy (spin up / spin down) ... -3.08 / -3.95 eV
Total charge ... -1
Energy relative to the best compared isomer or geometry (same formula, charge and spin) ... 30.1 kcal/mol

Structure (XYZ):
```
103
Properties=species:S:1:pos:R:3:forces:R:3:lowdin_charge:R:1
Ti 0.34061 -2.96061 -1.22083 0.712 -0.438 1.861 0.488
C -4.21587 -2.41543 0.69907 -0.167 -0.084 1.482 -0.089
C -3.86885 -2.12671 -0.69425 2.226 -0.036 -1.837 -0.604
N -2.77156 -2.67859 -1.26950 -3.128 0.443 0.582 0.104
C -2.75425 -2.37890 -2.60333 -0.743 1.937 -0.212 -0.423
C -3.64025 -1.38659 -3.02721 -0.007 -0.651 0.338 -0.339
S -4.74606 -1.00452 -1.72593 1.495 -1.046 -0.213 1.005
C -1.77016 -3.01927 -3.44955 1.756 0.696 -2.981 -0.356
C -1.61199 -2.85539 -4.84082 -0.913 -0.112 0.408 -0.336
S -0.28748 -3.79843 -5.45250 -0.749 -0.278 1.515 1.030
C -0.04030 -4.42375 -3.82240 -0.714 0.910 -0.229 -0.601
N -0.73893 -3.78986 -2.90355 -1.181 -0.691 -1.330 -0.050
C 0.68316 -5.68036 -3.57678 1.156 -0.530 0.158 -0.072
H -3.25687 -2.76450 1.15659 -0.906 0.165 -0.085 0.088
H -4.98261 -3.23602 0.75409 0.704 0.734 0.048 0.094
H -4.59212 -1.51422 1.26518 0.366 -0.948 -0.641 0.090
H -3.67873 -0.84095 -3.98540 0.005 -0.602 0.722 0.080
H -2.23191 -2.34784 -5.63416 0.657 -0.422 1.479 0.089
H 0.37120 -6.15556 -2.64151 0.039 0.421 -0.019 0.061
H 0.45997 -6.38358 -4.38758 0.204 0.194 0.056 0.082
H 1.77123 -5.50831 -3.52258 -0.263 -0.220 -0.035 0.091
C 2.71343 -1.94703 -4.07281 0.616 -0.255 0.567 -0.084
N 3.74542 -1.42025 -3.16195 0.106 0.564 -0.282 -0.121
C 4.75977 -0.50478 -3.50055 -0.384 -0.921 1.757 -0.042
C 5.47758 -0.32480 -2.35224 -0.849 -0.641 0.742 -0.054
N 4.92595 -1.11502 -1.30345 -0.671 0.535 -1.977 0.034
B 5.73103 -1.16903 0.08574 0.595 0.592 0.057 -0.509
N 5.03255 -1.79360 1.27649 -1.682 1.397 0.479 -0.044
C 5.23564 -3.03419 1.79444 0.581 -0.962 0.024 -0.112
C 4.56883 -3.14742 2.95922 -0.684 0.619 -0.096 -0.082
N 3.86660 -1.96485 3.17017 0.525 1.241 -1.521 -0.130
C 2.89801 -1.72573 4.24728 0.179 -1.822 -0.781 -0.045
C 4.14994 -1.08588 2.09335 0.564 -1.549 1.002 -0.740
S 3.62180 0.50219 1.94545 -0.153 -0.204 0.025 0.551
C 3.83232 -1.72987 -1.83485 1.079 -0.123 -0.307 -0.647
S 2.88277 -2.98311 -1.12655 -0.259 -0.254 0.296 0.679
H 2.88917 -1.58555 -5.07085 0.297 0.327 -0.356 0.077
H 1.74554 -1.58266 -3.74229 -0.112 -0.264 -0.028 -0.036
H 2.76146 -3.05263 -4.11217 -0.094 0.543 0.261 0.074
H 4.81985 -0.08039 -4.47654 0.097 0.167 -0.264 0.099
H 6.28811 0.34238 -2.10152 -0.006 -0.143 -0.220 0.110
H 6.00748 -0.02620 0.37839 -0.159 0.007 -0.276 0.052
H 6.78253 -1.73579 -0.08530 -0.029 -0.443 -0.315 0.064
H 5.85662 -3.76533 1.26460 -0.362 0.467 0.407 0.123
H 4.41071 -3.94494 3.63410 0.127 -0.757 0.337 0.096
H 2.12162 -2.53314 4.13131 0.445 0.869 0.308 0.091
H 2.45857 -0.75402 4.08716 -0.010 0.293 0.143 0.035
H 3.39110 -1.86065 5.22495 -0.240 0.367 -0.333 0.085
Cl -0.97060 -6.65352 4.91789 0.018 -0.297 0.611 0.644
C -0.35637 -6.01245 3.45269 1.386 -0.099 -1.893 -0.722
C 0.25262 -6.85672 2.48399 -0.658 -1.180 0.373 -0.139
C 0.49586 -6.44467 1.17129 -0.752 2.772 1.731 -0.650
Cl 0.99629 -7.47138 -0.05569 0.474 -1.238 -0.772 0.741
C 0.27283 -5.07819 0.81739 -0.022 -1.192 0.002 -0.303
O 0.30097 -4.78431 -0.48843 -0.007 0.462 1.365 -0.286
C -0.08600 -4.17631 1.91683 0.035 -0.830 -0.765 -0.164
C -0.29367 -2.83901 1.69597 -0.234 1.225 -0.839 -0.194
O -0.06039 -2.33835 0.50810 -0.249 0.551 0.010 -0.298
C -0.40741 -4.67513 3.18610 -0.303 -0.717 1.172 -0.103
H 0.41182 -7.90354 2.75529 -0.074 0.272 -0.198 0.092
H -0.76464 -2.16859 2.44273 0.470 -0.394 -0.351 0.134
H -0.70138 -4.04296 4.02356 -0.142 0.309 -0.515 0.110
C 3.27310 4.20994 0.82949 -1.287 0.390 -0.513 -0.099
C 1.77577 4.42101 1.25175 -0.277 0.157 -0.148 -0.221
C 0.82952 5.10106 0.16292 0.039 0.201 1.660 -0.172
C 0.07390 4.06105 -0.66222 -0.230 -1.320 0.051 -0.160
N -1.39722 4.06688 -0.52658 -1.193 0.655 0.031 -0.017
C -2.17742 3.19587 0.22682 0.721 -0.211 -0.111 -0.699
Se -1.60296 1.63229 0.96468 0.071 0.164 -0.013 0.687
N -3.46932 3.64982 0.25419 1.504 1.393 -0.874 -0.032
C -4.50078 3.02064 1.05511 0.374 -0.015 0.489 -0.178
C -4.33603 3.16508 2.58947 -0.956 0.091 0.707 -0.208
C -4.03591 4.61261 3.06415 0.597 0.336 0.649 -0.229
C -2.51126 4.83453 3.36151 -0.483 0.014 -0.896 -0.100
C -3.53547 4.84168 -0.54633 -0.633 -1.780 1.084 -0.131
C -4.62895 5.63456 -0.84980 1.122 0.215 0.018 -0.021
C -4.34552 6.70877 -1.67249 -0.477 0.703 -0.582 -0.118
C -3.09446 6.95465 -2.23776 0.459 -0.625 -0.037 -0.090
C -1.99789 6.12573 -1.91576 -0.752 0.214 0.346 0.003
C -2.25299 5.06413 -1.04716 0.681 -0.051 0.164 -0.149
H 3.63437 3.28909 1.23785 0.375 -0.441 0.441 0.000
H 3.87150 5.05181 1.18182 0.086 -0.101 -0.108 0.061
H 3.40233 4.10868 -0.26073 -0.174 0.158 0.280 0.073
H 1.79408 4.98381 2.20869 -0.212 -0.049 -0.638 0.097
H 1.28224 3.46869 1.50652 0.421 0.150 -0.076 0.083
H 1.45601 5.67571 -0.50464 0.093 0.450 -0.137 0.087
H 0.09902 5.79864 0.67307 0.756 -0.664 -0.592 0.116
H 0.38193 3.04906 -0.32504 -0.258 0.458 -0.311 0.083
H 0.33784 4.11715 -1.72406 -0.300 0.078 0.093 0.124
H -4.45347 1.95070 0.83274 -0.372 0.111 -0.229 0.088
H -5.41830 3.50173 0.72377 -0.276 -0.323 0.106 0.113
H -3.61227 2.42804 3.02229 -0.385 0.787 -0.683 0.081
H -5.32142 2.86538 3.03794 0.629 0.140 -0.542 0.109
H -4.63551 4.88874 3.98859 0.650 -0.532 -1.061 0.109
H -4.30278 5.36975 2.29800 -0.190 -0.542 0.283 0.092
H -1.92553 3.92741 3.39877 -0.138 -0.540 0.070 0.049
H -2.35322 5.34197 4.28960 0.068 0.497 0.545 0.050
H -2.03918 5.40986 2.55722 -0.107 0.126 0.142 0.059
H -5.61173 5.48787 -0.45136 -0.268 -0.171 0.182 0.102
H -5.14675 7.40582 -1.90272 0.026 -0.141 -0.100 0.098
H -3.02354 7.73676 -3.00075 0.250 -0.153 0.545 0.101
H -0.99198 6.32021 -2.25422 0.014 -0.002 -0.244 0.106
Br 0.00771 -0.74033 -2.13169 0.020 1.432 -0.639 0.234
```
Positions in Å, forces in eV/Å.